Record 1
Formula: C2H4O3P
Source: the OMol25 dataset
Level of theory: ωB97M-V with the def2-TZVPD basis set

CARTESIAN COORDINATES (ANGSTROEM)
C -0.07959 -0.13224 0.19421
C 1.17592 0.65627 0.00068
O -0.50584 -0.34655 1.48535
O -0.09122 -1.31859 -0.59998
O -2.82635 -0.08715 -0.66783
P -1.79715 0.72599 0.05074
H 1.30329 1.57250 0.60263
H 1.37231 0.84265 -1.06159
H 2.13221 0.12904 0.32957
H -0.68357 -2.04192 -0.33380

Properties
* max |F|: 5.45 eV/A
* HOMO level (alpha / beta): -0.41 / -4.05 eV
* total charge: -1
* HOMO-LUMO gap (alpha / beta): 4.592 / 7.267 eV
* relative energy (zero: lowest compared OMol25 entry of this formula, charge and spin): 30.6 kcal/mol
* 2S+1: 3

=====

Record 2
Formula: CH2F3PS
Source: the OMol25 dataset
Level of theory: ωB97M-V with the def2-TZVPD basis set

CARTESIAN COORDINATES (ANGSTROEM)
F -1.24781 -2.08703 -0.96207
C -0.20719 -1.60101 -1.59185
F 0.85286 -1.76869 -0.90139
S -0.39737 -1.01877 -3.07657
F 0.89765 0.38331 1.54394
P 0.04471 1.57376 2.19147
H 0.78324 2.73328 1.94864
H -0.72609 1.78516 0.84783

Properties
* max |F|: 2.92 eV/A
* SMILES string: FC(F)=S.FP
* HOMO level (alpha / beta): -9.91 / -9.91 eV
* HOMO-LUMO gap (alpha / beta): 9.978 / 9.978 eV
* relative energy (zero: lowest compared OMol25 entry of this formula, charge and spin): 13.4 kcal/mol

=====

Record 3
Formula: C24H37N2O3PdSe2Si
Source: the OMol25 dataset
Level of theory: ωB97M-V with the def2-TZVPD basis set

CARTESIAN COORDINATES (ANGSTROEM)
Pd -0.73637 0.64548 -0.42506
C 4.93049 1.28578 -0.24193
N 3.75524 0.61356 0.27261
C 3.97943 -0.34376 1.33834
C 2.52052 0.88435 -0.12343
O 1.52740 0.33757 0.39346
C 2.27097 1.90448 -1.24422
O 1.14101 1.52819 -2.02428
C 1.42549 0.71636 -3.15542
C 0.58714 -0.56458 -3.14322
O -0.27562 -0.73583 -2.25297
N 0.76689 -1.43094 -4.12329
C -0.03136 -2.64135 -4.18057
C 1.78889 -1.28595 -5.13968
H 5.79455 0.98059 0.34414
H 5.12239 1.01568 -1.28254
H 4.83690 2.36866 -0.16708
H 4.16536 0.18085 2.27697
H 3.10923 -0.98590 1.45375
H 4.84802 -0.95601 1.10164
H 1.98814 2.85430 -0.77196
H 3.13665 2.07797 -1.88670
H 1.14088 1.28609 -4.05251
H 2.49154 0.47587 -3.21166
H -0.87175 -2.56499 -3.49154
H -0.40687 -2.77856 -5.19428
H 0.57275 -3.51174 -3.91493
H 1.75366 -0.30105 -5.60602
H 2.78814 -1.45483 -4.73357
H 1.62331 -2.03364 -5.91209
C -2.36133 1.76310 -3.81207
Se -2.82210 0.66987 -2.26882
C -3.82120 2.04368 -1.25498
C -3.07684 3.35419 -1.11793
Se -1.34944 3.18437 -0.15815
C -2.08088 3.20067 1.64757
H -3.22197 2.37714 -4.07575
H -2.14197 1.09933 -4.64551
H -1.49345 2.38261 -3.59127
H -4.03921 1.59246 -0.28520
H -4.76902 2.21047 -1.76841
H -3.67641 4.07417 -0.55319
H -2.84814 3.79161 -2.09214
H -2.39631 4.21722 1.88010
H -1.30881 2.89416 2.35037
H -2.93054 2.52445 1.71591
C -0.50251 0.88861 5.65748
C -1.83307 0.62467 5.36788
C -2.18929 0.15390 4.11341
C -1.20659 -0.00515 3.14515
C 0.12721 0.25050 3.43525
C 0.47789 0.72085 4.69127
Si -1.78142 -0.63846 1.38225
C -1.12937 -2.41921 1.84793
C -0.06420 -2.96074 1.14309
C 0.28203 -4.28506 1.36438
C -0.37658 -5.01223 2.34401
C -1.42905 -4.45760 3.05316
C -1.79216 -3.13952 2.83102
H -0.22591 1.19002 6.65705
H -2.60111 0.76131 6.11591
H -3.22575 -0.06686 3.90640
H 0.89108 0.09343 2.68904
H 1.51157 0.92993 4.92198
H -3.28340 -0.71909 1.47057
H 0.46202 -2.37319 0.40106
H 1.07657 -4.74024 0.79138
H -0.03472 -6.00715 2.59335
H -1.96166 -5.02816 3.79837
H -2.59702 -2.70669 3.40618

Properties
* max |F|: 4.84 eV/A
* HOMO level (alpha / beta): -15.79 / -15.80 eV
* total charge: +3
* HOMO-LUMO gap (alpha / beta): 3.266 / 3.294 eV

=====

Record 4
Formula: C33H46F15N5O13
Source: the OMol25 dataset
Level of theory: ωB97M-V with the def2-TZVPD basis set

CARTESIAN COORDINATES (ANGSTROEM)
C -0.63638 3.47816 2.19179
C -0.73675 3.83550 0.71631
O -1.41415 5.08258 0.60487
C -2.40390 5.19441 -0.27030
O -2.76849 4.33915 -1.01472
C -2.99897 6.60919 -0.39145
F -2.82045 7.09032 -1.61801
F -4.31649 6.54805 -0.14843
F -2.48045 7.49219 0.47217
H -0.06509 2.55979 2.29315
H -1.63724 3.38241 2.61599
H -0.16959 4.34121 2.66577
H -1.11353 3.07136 0.04111
H 0.26140 4.16840 0.41009
C 3.56706 -5.82015 -1.13905
C 4.09445 -4.41579 -1.19452
O 3.87003 -3.74450 0.07625
C 4.39113 -2.54830 0.27579
O 5.10387 -1.98548 -0.50305
C 4.14058 -2.00031 1.69231
F 3.05191 -2.49737 2.25535
F 5.26892 -2.18387 2.38132
F 3.95553 -0.67195 1.58759
H 4.03488 -6.56069 -1.79829
H 2.50162 -6.01455 -1.24028
H 3.97706 -6.31829 -0.25064
H 3.64826 -3.86948 -2.01943
H 5.18189 -4.45349 -1.23889
C 0.13907 -0.40470 3.30080
C -1.16580 0.33983 3.63941
O -1.13226 1.04946 4.85124
C -1.28461 0.44783 6.02663
O -1.44199 -0.72985 6.13827
C -1.28761 1.42000 7.23416
F -2.51250 1.34494 7.76992
F -0.41098 1.11148 8.16368
F -1.06215 2.66298 6.81534
H 0.92602 0.27110 2.96781
H -0.04058 -1.19841 2.57811
H 0.44315 -0.87284 4.23942
H -1.97451 -0.38861 3.56635
H -1.37747 0.99728 2.80585
C -6.29946 3.41213 0.92488
C -5.07641 2.52880 0.73298
O -5.37881 1.23596 1.23805
C -4.34417 0.45121 1.61934
O -3.20446 0.77989 1.58519
C -4.90590 -0.97289 1.88864
F -5.95286 -0.88040 2.71896
F -5.30753 -1.58503 0.77922
F -3.93440 -1.66201 2.49004
H -7.05347 3.21251 0.16860
H -6.03586 4.47213 0.97121
H -6.69488 3.35307 1.94294
H -4.26000 3.00489 1.28101
H -4.80593 2.48018 -0.32246
C -1.59765 -4.92436 -2.83208
C -0.40279 -5.86615 -2.92310
O -0.12869 -6.37337 -1.60276
C -0.58678 -7.57801 -1.24206
O -1.26755 -8.26136 -1.93433
C -0.27616 -7.98634 0.22616
F -1.38653 -7.88761 0.93854
F 0.04124 -9.29129 0.19237
F 0.72461 -7.33953 0.77410
H -1.90924 -4.56003 -3.81057
H -1.45977 -4.11246 -2.12307
H -2.40202 -5.58476 -2.49954
H 0.51738 -5.38367 -3.25485
H -0.52852 -6.74044 -3.56152
C -1.63640 -0.84850 -0.75874
O -0.81076 0.27117 -0.64282
C 0.47089 0.20706 -0.33218
O 1.10142 -0.82139 -0.30736
O 0.91803 1.42011 -0.06102
C 2.30832 1.62012 0.21569
H -1.49832 -1.53166 0.08022
H -1.50605 -1.35506 -1.72046
H -2.69684 -0.59725 -0.78972
H 2.88905 0.74160 -0.05162
H 2.51632 2.08259 1.17620
H 2.50706 2.36019 -0.56554
C 6.69709 -0.29214 -2.54768
C 5.32842 0.18712 -2.46411
N 4.25107 0.57738 -2.41259
H 7.26984 0.27667 -1.80972
H 7.20766 0.05797 -3.44705
H 6.78109 -1.36703 -2.43814
C 1.50309 2.21810 -3.43020
C 1.00371 3.45569 -2.82891
N 0.60850 4.40208 -2.31295
H 1.68720 1.46885 -2.66052
H 2.47467 2.38808 -3.89216
H 0.83161 1.78585 -4.16921
C 3.30380 6.08926 0.49348
C 3.78997 4.97451 1.30357
N 4.17129 4.09732 1.93808
H 3.85975 7.00812 0.65981
H 2.28336 6.29043 0.82464
H 3.30547 5.75254 -0.54126
C 1.83787 -2.03285 -3.19444
C 2.90338 -2.70055 -3.95262
N 3.70432 -3.23113 -4.57958
H 0.88626 -2.54344 -3.34641
H 1.80972 -0.99425 -3.51225
H 2.01481 -2.15068 -2.12525
C -3.15378 1.83771 -3.00290
C -4.38268 2.61681 -2.94829
N -5.34760 3.23210 -2.87844
H -2.34442 2.48272 -2.65762
H -3.01634 1.40189 -3.98813
H -3.22021 1.06185 -2.23746

Properties
* max |F|: 2.91 eV/A
* SMILES string: CCOC(=O)C(F)(F)F.CCOC(=O)C(F)(F)F.CCOC(=O)C(F)(F)F.CCOC(=O)C(F)(F)F.CCOC(=O)C(F)(F)F.COC(=O)OC.CC#N.CC#N.CC#N.CC#N.CC#N
* HOMO level: -11.08 eV
* HOMO-LUMO gap: 11.064 eV

=====

Record 5
Formula: C8H10ClCoN
Source: the OMol25 dataset
Level of theory: ωB97M-V with the def2-TZVPD basis set

CARTESIAN COORDINATES (ANGSTROEM)
C -0.95041 0.95349 -1.28987
C 0.35790 0.37882 -1.44214
C 1.32639 1.34999 -0.95398
C 0.56371 2.46965 -0.42637
C -0.81447 2.21903 -0.66889
Co 0.59890 0.41427 0.64299
C 1.01494 -1.51280 0.60130
C -0.45450 -1.63961 0.93704
C -1.22210 -2.73706 0.61453
N -0.84814 -0.43221 1.38378
H 2.39511 1.32278 -1.13838
H 0.61442 -0.54096 -1.95778
H 1.00254 3.35975 0.01821
H -1.62034 2.91513 -0.46632
H -1.87973 0.49383 -1.63284
H 1.28056 -1.98491 -0.35052
H -1.80444 -0.25671 1.66371
H 1.68818 -1.70048 1.44244
H -0.71195 -3.58272 0.17329
H -2.30066 -2.69540 0.66621
Cl 1.76410 1.20612 2.18359

Properties
* max |F|: 2.85 eV/A
* HOMO level (alpha / beta): -2.82 / -3.29 eV
* total charge: -1
* HOMO-LUMO gap (alpha / beta): 6.663 / 7.001 eV
* 2S+1: 5

=====

Record 6
Formula: C38H40InN6OS4Si
Source: the OMol25 dataset
Level of theory: ωB97M-V with the def2-TZVPD basis set

CARTESIAN COORDINATES (ANGSTROEM)
In -0.57741 0.58493 0.52406
N -4.51392 -1.23944 -0.92204
C -3.21186 -0.78865 -0.80569
S -2.98942 0.91648 -0.62033
N -2.31098 -1.72395 -0.92039
N -1.00000 -1.28433 -0.82085
C -0.14413 -2.14551 -1.22770
C 1.29980 -2.03380 -1.15748
C 2.04527 -3.14616 -1.57074
C 3.42323 -3.16438 -1.53400
C 4.08715 -2.02179 -1.06674
C 3.38526 -0.91108 -0.65955
C 1.96643 -0.86831 -0.68896
O 1.35905 0.21312 -0.33304
H -5.19507 -0.62426 -0.51073
H -4.62814 -2.22047 -0.71980
H -0.54867 -3.06990 -1.64482
H 1.50430 -4.01684 -1.93080
H 3.97482 -4.03762 -1.85669
H 5.17088 -2.01180 -1.02302
H 3.89255 -0.02574 -0.29388
C 2.39277 3.39682 1.86602
C 2.75241 2.11372 2.54630
N 2.17766 0.97733 2.33736
C 2.76794 -0.03720 3.05782
C 3.78815 0.35676 3.86665
S 4.05185 2.03652 3.69907
C 2.34075 -1.43480 2.87216
C 3.05486 -2.51669 3.28118
S 2.21299 -3.95215 2.89728
C 0.93543 -3.00252 2.19969
N 1.14817 -1.73087 2.25155
C -0.27842 -3.64310 1.60646
H 2.01557 3.16653 0.87064
H 3.26460 4.04610 1.78486
H 1.60663 3.92572 2.40870
H 4.38191 -0.24289 4.53726
H 4.02301 -2.54147 3.75421
H -0.66204 -4.42380 2.26489
H -0.04204 -4.09459 0.64039
H -1.04700 -2.88429 1.46299
C 2.04025 0.11754 -6.45478
C 0.70777 -0.10800 -5.72681
C 0.83982 -1.35655 -4.85370
C -0.40281 -0.35232 -6.75896
C 0.36782 1.13066 -4.89789
C 0.16349 2.36484 -5.54744
C -0.14306 3.52235 -4.85912
C -0.25161 3.45384 -3.47252
S -0.62055 4.68527 -2.30590
C -0.47666 3.48432 -1.03002
N -0.18906 2.30396 -1.44317
C -0.05249 2.24170 -2.81357
C 0.26036 1.08202 -3.52166
C -0.68786 3.76768 0.40263
C -0.87579 5.07435 0.85055
C -1.06192 5.31857 2.20091
C -1.07257 4.25017 3.09214
C -0.88900 2.95155 2.63044
C -0.67825 2.67388 1.27919
H 2.28949 -0.75501 -7.06512
H 2.84658 0.27487 -5.73540
H 1.99653 0.98912 -7.11095
H 1.04715 -2.22126 -5.48897
H -0.08034 -1.55781 -4.29959
H 1.65457 -1.26799 -4.13171
H -0.19721 -1.26735 -7.32081
H -0.48064 0.46999 -7.47271
H -1.36942 -0.46279 -6.26325
H 0.24882 2.41876 -6.62623
H -0.29320 4.45441 -5.38938
H 0.40896 0.17405 -2.95157
H -0.87404 5.90101 0.14657
H -1.20632 6.33144 2.55638
H -1.23035 4.43501 4.14932
H -0.91444 2.12696 3.33680
C -2.60498 -3.17351 5.01337
Si -3.11132 -1.41525 4.62197
C -2.77367 -0.34069 6.11461
C -4.94237 -1.38382 4.24979
C -2.17905 -0.79567 3.21075
C -1.54585 -0.37076 2.25651
H -3.16209 -3.56818 5.86800
H -1.53770 -3.22152 5.24562
H -2.78859 -3.82384 4.15397
H -3.31625 -0.68721 6.99883
H -3.07352 0.68991 5.90764
H -1.70508 -0.33574 6.34385
H -5.53401 -1.75069 5.09351
H -5.16325 -2.00362 3.37703
H -5.26067 -0.36426 4.01855

Properties
* max |F|: 0.36 eV/A
* HOMO level: -4.48 eV
* total charge: -1
* HOMO-LUMO gap: 6.727 eV
* relative energy (zero: lowest compared OMol25 entry of this formula, charge and spin): 0.0 kcal/mol

=====

Record 7
Formula: C4H13NO2
Source: the OMol25 dataset
Level of theory: ωB97M-V with the def2-TZVPD basis set

CARTESIAN COORDINATES (ANGSTROEM)
C -1.39766 1.26659 0.09273
C -0.47932 0.85400 -1.02734
C -0.16763 1.93226 -2.03236
C 0.12443 -0.34017 -1.05967
N -0.05533 -1.43928 -0.25082
H -1.07767 2.15119 0.64977
H -2.36511 1.63284 -0.27999
H -1.56613 0.40381 0.73649
H 0.05958 2.81079 -1.48316
H 0.66850 1.71449 -2.62020
H -1.02353 2.17069 -2.66128
H 0.77573 -0.44611 -1.90847
H 0.18648 -2.34741 -0.59421
H -0.54048 -1.38762 0.61752
O 2.86387 -1.56771 0.85331
H 2.09073 -1.84552 1.35979
H 2.43916 -0.92522 0.26804
O -0.25264 -1.97138 3.06927
H -0.51369 -1.33281 3.75107
H 0.23072 -1.33342 2.51950

Properties
* max |F|: 1.72 eV/A
* SMILES string: CC(C)=CN.O.O
* HOMO level: -7.95 eV
* HOMO-LUMO gap: 8.422 eV
* relative energy (zero: lowest compared OMol25 entry of this formula, charge and spin): 22.9 kcal/mol

=====

Record 8
Formula: C51H44CaFN9O6P2SSe2
Source: the OMol25 dataset
Level of theory: ωB97M-V with the def2-TZVPD basis set

CARTESIAN COORDINATES (ANGSTROEM)
Ca 0.60481 0.19923 0.57273
C -3.63923 6.25995 2.31105
C -2.94117 6.28544 0.96143
N -2.38788 4.98016 0.58697
C -1.20422 4.59644 1.11774
C -0.54768 3.42306 0.87885
C 0.48013 2.98157 1.94153
O 1.02190 3.83825 2.61207
O 0.50330 1.70836 2.09944
C -1.06752 2.62050 -0.18915
O -0.53665 1.62404 -0.73263
C -2.43914 2.94031 -0.60883
C -3.10838 1.98746 -1.38048
C -4.43791 2.12309 -1.62970
F -5.05614 1.12007 -2.28333
C -5.16716 3.23178 -1.16059
C -4.48351 4.21346 -0.46827
C -3.11326 4.08106 -0.17862
N -6.57479 3.30823 -1.29072
C -7.17809 2.60452 -2.41967
C -8.61125 3.05084 -2.59271
N -9.34039 2.73002 -1.32119
C -8.72635 3.43206 -0.15492
C -7.28433 2.99098 -0.05110
H -3.98896 7.25833 2.57478
H -2.95870 5.92246 3.09313
H -4.49732 5.58605 2.29962
H -2.11961 7.00057 0.95870
H -3.62216 6.59345 0.17014
H -0.77584 5.27617 1.84682
H -2.57496 1.11938 -1.73020
H -5.04440 5.07251 -0.12451
H -7.18394 1.51380 -2.28544
H -6.62548 2.82232 -3.33310
H -9.09411 2.49834 -3.39607
H -8.70589 4.12400 -2.75606
H -9.28046 1.70346 -1.13173
H -10.32703 2.96412 -1.40054
H -9.29559 3.16450 0.73150
H -8.80886 4.50051 -0.35648
H -7.27404 1.90980 0.14822
H -6.81437 3.48717 0.79587
Se 7.37060 0.74411 1.87003
P 6.72256 -0.22167 0.10431
C 7.45352 0.43923 -1.42021
C 8.68422 1.07697 -1.34366
C 9.31793 1.50658 -2.50220
C 8.72316 1.30103 -3.73672
C 7.48523 0.67415 -3.81577
C 6.85050 0.24640 -2.66223
C 7.20452 -1.98377 0.08847
C 7.41518 -2.63920 1.29872
C 7.89261 -3.94142 1.31912
C 8.20079 -4.58751 0.13120
C 8.00673 -3.93592 -1.07841
C 7.50056 -2.64598 -1.10298
C 4.94654 -0.03744 -0.19196
C 3.75740 -0.68452 0.15227
N 2.76032 0.10478 -0.31061
N 3.29399 1.18927 -0.85238
N 4.60089 1.12137 -0.79286
P 3.32528 -2.33992 0.69771
Se 1.20476 -2.70604 0.86358
C 4.09950 -2.62958 2.29621
C 4.70265 -1.57435 2.96936
C 5.23299 -1.77272 4.23828
C 5.15071 -3.01746 4.83739
C 4.51621 -4.06812 4.17965
C 3.97787 -3.87276 2.92166
C 4.05660 -3.39649 -0.57633
C 3.85748 -3.02452 -1.90593
C 4.30250 -3.84370 -2.92848
C 4.93338 -5.04617 -2.63283
C 5.13098 -5.41671 -1.31296
C 4.70067 -4.59177 -0.28274
H 9.13210 1.24585 -0.37205
H 10.27487 2.00796 -2.43614
H 9.21762 1.63643 -4.63964
H 7.00907 0.52904 -4.77699
H 5.87512 -0.21975 -2.72483
H 7.24609 -2.10664 2.22445
H 8.04967 -4.43813 2.26841
H 8.59892 -5.59477 0.14734
H 8.25393 -4.42998 -2.00941
H 7.36254 -2.15245 -2.05503
H 4.78291 -0.59369 2.51892
H 5.71667 -0.94590 4.74165
H 5.56581 -3.17321 5.82509
H 4.42667 -5.03506 4.65770
H 3.44122 -4.67939 2.43695
H 3.34924 -2.09547 -2.13735
H 4.14788 -3.54969 -3.95870
H 5.27740 -5.68807 -3.43391
H 5.63492 -6.34505 -1.07704
H 4.88580 -4.88289 0.74183
O -10.09059 -1.95637 -1.22243
S -8.93771 -1.11714 -1.05119
O -8.23245 -0.72109 -2.25253
O -9.19923 0.03966 -0.16460
C -7.76849 -2.04066 -0.00758
N -8.32141 -2.85482 0.88033
C -7.51297 -3.32400 1.82534
C -6.17391 -2.98409 1.89575
C -5.68127 -2.21717 0.84850
N -6.47424 -1.75222 -0.11301
C -4.24852 -1.81513 0.76497
C -3.54827 -1.78772 -0.43665
C -2.29722 -1.20262 -0.45631
N -1.70491 -0.67956 0.61914
C -2.36737 -0.73802 1.77340
C -3.60817 -1.33819 1.90353
H -7.95537 -3.99551 2.55352
H -5.54405 -3.36621 2.68622
H -4.00401 -2.16059 -1.34339
H -1.73284 -1.15833 -1.38198
H -1.89185 -0.27336 2.63118
H -4.10578 -1.31999 2.86331

Properties
* max |F|: 0.81 eV/A
* HOMO level: -7.55 eV
* HOMO-LUMO gap: 7.154 eV
* relative energy (zero: lowest compared OMol25 entry of this formula, charge and spin): 0.0 kcal/mol